# 1
# C3H7NOS2

An isolated molecule of C3H7NOS2 at a distorted geometry (ωB97M-V/def2-TZVPD, the OMol25 dataset).

Geometry (Å):
S  2.671  -1.451  0.563
S  2.193  0.531  1.191
C  0.435  0.733  1.218
C  -0.591  -0.229  0.648
N  -1.295  0.282  -0.536
C  -1.042  -0.011  -1.841
O  -1.791  0.317  -2.729
H  2.811  -1.279  -0.773
H  0.078  1.035  2.211
H  0.323  1.665  0.645
H  -1.405  -0.446  1.334
H  -0.036  -1.170  0.520
H  -2.267  0.485  -0.342
H  -0.083  -0.463  -2.107

Calculated total energy: -1044.8613 Eh
2S+1: 1
Orbital gap: 0.3460 hartree
SMILES string: O=CNCCSS
Lowest unoccupied orbital energy: 0.09 eV
M: 137.229 g/mol

=====

# 2
# C3H7NS

An isolated molecule of C3H7NS at a distorted geometry (ωB97M-V/def2-TZVPD, the OMol25 dataset).

Geometry (Å):
C  0.261  -2.523  0.779
C  -0.414  0.956  -0.530
C  0.155  2.330  -0.517
H  -0.170  -2.616  1.787
H  1.192  -2.007  0.971
H  0.322  -3.557  0.371
H  -1.561  0.993  -0.726
H  -0.569  2.862  -1.138
H  0.136  2.760  0.469
H  1.213  2.404  -0.954
N  0.185  -0.093  -0.233
S  -0.750  -1.509  -0.278

Calculated total energy: -571.4025 Eh
2S+1: 1
Orbital gap: 0.3434 hartree
SMILES string: C/C=N/SC
Lowest unoccupied orbital energy: 1.06 eV
M: 89.163 g/mol

=====

# 3
# C3H7NS

A structure of composition C3H7NS at a distorted geometry (ωB97M-V/def2-TZVPD, the OMol25 dataset).

Geometry (Å):
C  -1.301  -0.637  0.440
C  0.512  0.819  -0.600
C  1.360  -0.022  0.125
H  -2.476  -0.233  0.993
H  -0.470  -0.785  1.370
H  -1.544  -1.884  0.065
H  -1.471  0.892  -1.125
H  1.071  -1.108  0.119
H  2.374  0.129  -0.699
H  1.649  0.251  1.274
N  -0.770  0.390  -0.495
S  1.067  2.187  -1.468

Calculated total energy: -571.3186 Eh
2S+1: 1
Orbital gap: 0.3227 hartree
Lowest unoccupied orbital energy: 0.51 eV
M: 89.163 g/mol

=====

# 4
# C3H7NS

A cluster of 2 separate species, C3H7NS in total at a distorted geometry (ωB97M-V/def2-TZVPD, the OMol25 dataset).

Geometry (Å):
C  1.250  0.164  1.294
C  1.349  0.238  -0.005
C  -1.567  0.128  -0.363
N  0.623  -0.658  -0.757
S  0.860  -0.467  -2.341
H  1.840  0.712  1.963
H  0.871  -0.800  1.684
H  1.906  0.967  -0.732
H  -1.143  0.991  0.268
H  -1.721  0.248  -1.367
H  -2.262  -0.578  0.164
H  0.249  -1.626  -2.535

Calculated total energy: -571.2595 Eh
2S+1: 1
Orbital gap (spin up / spin down): 0.2660 / 0.3055 hartree
Lowest unoccupied orbital energy (spin up / spin down): -0.61 / 0.45 eV
M: 89.163 g/mol

=====

# 5
# C3H7NS

An isolated molecule of C3H7NS at a distorted geometry (ωB97M-V/def2-TZVPD, the OMol25 dataset).

Geometry (Å):
C  -0.225  0.026  0.246
C  0.746  1.130  -0.036
C  0.708  -1.076  -0.037
H  -1.952  0.838  -0.375
H  -2.042  -0.729  0.077
H  -0.579  0.019  1.231
H  0.531  1.644  -0.955
H  0.883  1.687  0.853
H  0.424  -1.679  -0.998
H  0.877  -1.809  0.784
N  -1.542  -0.030  -0.524
S  2.171  -0.021  -0.266

Calculated total energy: -571.3960 Eh
2S+1: 1
Orbital gap: 0.3485 hartree
SMILES string: NC1CSC1
Lowest unoccupied orbital energy: 0.93 eV
M: 89.163 g/mol

=====

# 6
# C3H7NS2

An isolated molecule of C3H7NS2 at a distorted geometry (ωB97M-V/def2-TZVPD, the OMol25 dataset).

Geometry (Å):
C  -1.161  0.315  0.983
C  0.327  0.339  1.047
C  1.038  -0.311  -1.418
H  -2.497  0.403  3.283
H  -1.676  -0.651  1.020
H  -1.471  1.121  0.167
H  0.763  0.084  2.028
H  0.856  1.424  0.695
H  1.198  -1.499  0.127
H  0.336  0.670  -1.491
N  0.775  -0.667  -0.066
S  -2.176  1.198  2.057
S  1.916  -1.132  -2.622

Calculated total energy: -969.5292 Eh
2S+1: 1
Orbital gap: 0.3291 hartree
SMILES string: S=CNCCS
Lowest unoccupied orbital energy: 0.27 eV
M: 121.230 g/mol

=====

# 7
# C3H7NS2

A structure of composition C3H7NS2 at a distorted geometry (ωB97M-V/def2-TZVPD, the OMol25 dataset).

Geometry (Å):
C  -1.693  1.041  -0.957
C  0.323  -0.600  0.342
C  0.687  -0.495  1.794
H  -1.040  1.784  -0.212
H  -2.991  1.117  -0.630
H  -1.396  1.265  -2.071
H  1.703  -0.756  1.902
H  -0.071  -1.039  2.396
H  0.836  0.684  2.257
H  2.484  -0.728  -2.487
N  1.406  -0.931  -0.357
S  -1.399  -0.522  0.020
S  1.151  -0.819  -1.998

Calculated total energy: -969.5073 Eh
2S+1: 1
Orbital gap: 0.3180 hartree
Lowest unoccupied orbital energy: 0.14 eV
M: 121.230 g/mol

=====

# 8
# C3H7NSi

A cluster of 2 separate species, C3H7NSi in total at a distorted geometry (ωB97M-V/def2-TZVPD, the OMol25 dataset).

Geometry (Å):
C  3.604  -0.252  -0.436
C  0.265  0.804  -0.202
C  -2.002  -1.397  0.382
N  4.063  -0.439  0.593
Si  -0.392  -1.011  -0.854
H  3.581  0.039  -1.410
H  -0.331  1.544  -0.724
H  0.079  0.831  0.804
H  1.315  0.889  -0.391
H  -2.393  -0.419  0.745
H  -2.743  -2.061  0.038
H  -1.576  -1.860  1.247

Calculated total energy: -462.6356 Eh
2S+1: 1
Orbital gap: 0.2776 hartree
Lowest unoccupied orbital energy: -0.52 eV
M: 85.182 g/mol

=====

# 9
# C3H7O2

The ion C3H7O2 with charge -1 at a distorted geometry (ωB97M-V/def2-TZVPD, the OMol25 dataset).

Geometry (Å):
C  0.317  -1.219  0.881
O  0.144  -0.452  1.965
C  -0.382  -0.619  -0.473
C  -0.294  0.884  -0.346
O  0.231  1.460  -1.615
H  1.381  -1.435  0.602
H  -0.178  -2.221  1.012
H  -1.363  -1.072  -0.588
H  0.273  -1.067  -1.232
H  -1.287  1.301  -0.189
H  0.415  1.264  0.369
H  -0.298  1.049  -2.303

Calculated total energy: -268.9413 Eh
2S+1: 1
Orbital gap: 0.2314 hartree
SMILES string: [O-]CCCO
Lowest unoccupied orbital energy: 4.09 eV
M: 75.087 g/mol
Charge: -1

=====

# 10
# C3H7O2

A cluster of 3 separate species, C3H7O2 in total at a distorted geometry (ωB97M-V/def2-TZVPD, the OMol25 dataset).

Geometry (Å):
C  1.229  -0.988  1.593
O  2.142  -1.783  1.753
H  0.972  -0.486  0.639
H  0.755  -0.826  2.620
H  3.376  -5.703  -1.550
C  -1.879  3.307  -0.824
C  -1.881  1.951  -0.378
O  -0.746  1.390  0.145
H  -2.886  3.866  -0.940
H  -0.992  3.622  -1.422
H  -2.721  1.305  -0.272
H  2.630  -5.656  -1.364

Calculated total energy: -268.8787 Eh
2S+1: 1
Orbital gap: 0.2218 hartree
Lowest unoccupied orbital energy: 3.79 eV
M: 75.087 g/mol
Charge: -1

=====

# 11
# C3H7O2

A cluster of 2 separate species, C3H7O2 in total (ωB97M-V/def2-TZVPD, the OMol25 dataset).

Geometry (Å):
C  -1.075  0.034  -2.263
O  -0.594  -0.126  -1.017
H  -1.973  -0.596  -2.499
H  -1.406  1.077  -2.502
H  -0.350  -0.215  -3.079
C  0.030  -0.716  1.831
C  0.896  0.155  1.372
O  1.876  0.714  2.190
H  -0.685  -1.087  1.111
H  0.034  -1.047  2.869
H  0.879  0.462  0.326
H  2.367  1.345  1.661

Calculated total energy: -268.9265 Eh
2S+1: 1
Orbital gap: 0.2187 hartree
Lowest unoccupied orbital energy: 3.72 eV
M: 75.087 g/mol
Charge: -1

=====

# 12
# C3H7O2P

A structure of composition C3H7O2P at a distorted geometry (ωB97M-V/def2-TZVPD, the OMol25 dataset).

Geometry (Å):
C  -0.612  0.019  0.153
C  0.182  0.578  1.118
C  -0.183  0.984  2.456
O  -0.297  -0.617  -0.894
O  -2.530  -0.774  -4.301
P  -1.395  -0.827  -3.359
H  -1.642  0.053  0.453
H  3.147  -1.257  -2.617
H  1.268  0.549  0.946
H  -1.222  1.232  2.389
H  0.296  1.839  2.904
H  0.079  0.169  3.076
H  2.907  -1.950  -2.325

Calculated total energy: -610.1853 Eh
2S+1: 1
Orbital gap (spin up / spin down): 0.3520 / 0.1853 hartree
Lowest unoccupied orbital energy (spin up / spin down): -0.11 / -1.88 eV
M: 106.061 g/mol

=====

# 13
# C3H7O2S

A cluster of 2 separate species, C3H7O2S in total at a distorted geometry (ωB97M-V/def2-TZVPD, the OMol25 dataset).

Geometry (Å):
O  -2.608  2.584  1.079
C  -1.838  2.184  0.242
C  -0.517  1.519  0.566
C  0.259  0.982  -0.660
S  1.881  0.355  -0.182
H  -2.072  2.054  -0.845
H  -0.538  0.803  1.390
H  0.164  2.331  0.881
H  0.467  1.828  -1.315
H  -0.397  0.270  -1.194
H  2.292  -4.868  -0.525
H  1.102  -4.712  0.402
O  1.807  -5.329  0.162

Calculated total energy: -667.1891 Eh
2S+1: 1
Orbital gap: 0.2312 hartree
Lowest unoccupied orbital energy: 3.63 eV
M: 107.154 g/mol
Charge: -1

=====

# 14
# C3H7O2S

A cluster of 2 separate species, C3H7O2S in total at a distorted geometry (ωB97M-V/def2-TZVPD, the OMol25 dataset).

Geometry (Å):
C  -0.060  1.061  1.661
C  -0.922  0.173  0.761
S  -1.215  0.952  -0.858
H  -0.469  1.085  2.656
H  0.130  2.053  1.264
H  0.987  0.678  1.598
H  -0.599  -0.861  0.633
H  -1.916  0.058  1.177
H  -0.057  0.395  -1.615
O  0.875  -2.443  -2.461
C  1.081  -1.421  -1.800
O  1.007  -0.236  -2.307
H  1.157  -1.494  -0.708

Calculated total energy: -667.2130 Eh
2S+1: 1
Orbital gap: 0.2946 hartree
Lowest unoccupied orbital energy: 3.71 eV
M: 107.154 g/mol
Charge: -1

=====

# 15
# C3H7O3

A cluster of 2 separate species, C3H7O3 in total at a distorted geometry (ωB97M-V/def2-TZVPD, the OMol25 dataset).

Geometry (Å):
C  2.241  0.532  1.530
O  2.394  0.662  3.010
H  1.650  1.081  3.409
H  2.827  1.472  1.040
H  2.709  -0.429  1.284
H  1.152  0.421  1.066
C  -2.505  0.391  -1.221
C  -1.169  -0.497  -1.323
O  -0.421  -0.274  -0.383
O  -0.893  -1.226  -2.280
H  -3.432  -0.329  -1.227
H  -2.500  1.119  -1.971
H  -2.449  0.801  -0.292

Calculated total energy: -344.2369 Eh
2S+1: 1
Orbital gap: 0.2767 hartree
Lowest unoccupied orbital energy: 3.64 eV
M: 91.086 g/mol
Charge: -1

=====

# 16
# C3H7O3

A cluster of 2 separate species, C3H7O3 in total at a distorted geometry (ωB97M-V/def2-TZVPD, the OMol25 dataset).

Geometry (Å):
C  -1.354  2.297  -0.050
C  -0.638  1.018  -0.570
O  -0.178  0.981  -1.713
O  -0.606  0.084  0.292
H  -1.199  2.302  1.023
H  -2.373  2.285  -0.438
H  -0.755  3.143  -0.402
C  1.344  -2.502  1.239
O  1.373  -1.478  0.310
H  0.529  -0.860  0.312
H  1.648  -2.209  2.266
H  2.055  -3.266  0.939
H  0.337  -2.925  1.391

Calculated total energy: -344.2794 Eh
2S+1: 1
Orbital gap: 0.3227 hartree
Lowest unoccupied orbital energy: 4.24 eV
M: 91.086 g/mol
Charge: -1

=====

# 17
# C3H7O3S

The ion C3H7O3S with charge -1 at a distorted geometry (ωB97M-V/def2-TZVPD, the OMol25 dataset).

Geometry (Å):
C  -1.961  -0.002  0.072
C  0.595  0.874  -0.492
C  -0.390  -0.418  0.251
O  2.885  1.115  0.795
O  2.288  -1.167  -0.038
O  -0.109  -1.649  -0.293
S  2.422  0.307  -0.374
H  -2.395  -0.364  0.979
H  -2.198  1.141  0.046
H  -2.493  -0.436  -0.894
H  0.389  1.750  0.134
H  0.145  0.955  -1.403
H  -0.044  -0.257  1.404
H  0.867  -1.848  -0.187

Calculated total energy: -742.4000 Eh
2S+1: 1
Orbital gap: 0.2673 hartree
Lowest unoccupied orbital energy: 3.99 eV
M: 123.153 g/mol
Charge: -1

=====

# 18
# C3H7O3S

The ion C3H7O3S with charge -1 at a distorted geometry (ωB97M-V/def2-TZVPD, the OMol25 dataset).

Geometry (Å):
C  -0.778  1.260  0.142
C  -0.864  -1.253  0.080
C  -0.384  0.009  -0.590
O  1.686  -0.029  1.441
O  2.282  -1.244  -0.609
O  2.302  1.217  -0.602
S  1.754  -0.010  -0.022
H  -0.329  2.137  -0.321
H  -1.868  1.403  0.196
H  -0.394  1.186  1.158
H  -0.897  -2.096  -0.613
H  -1.860  -1.123  0.520
H  -0.169  -1.503  0.886
H  -0.480  0.045  -1.667

Calculated total energy: -742.4621 Eh
2S+1: 1
Orbital gap: 0.3116 hartree
SMILES string: CC(C)S(=O)(=O)[O-]
Lowest unoccupied orbital energy: 4.14 eV
M: 123.153 g/mol
Charge: -1

=====

# 19
# C3H7O4PS

A structure of composition C3H7O4PS at a distorted geometry (ωB97M-V/def2-TZVPD, the OMol25 dataset).

Geometry (Å):
C  0.410  -1.123  -1.144
C  0.925  -0.637  1.332
C  -0.858  1.157  -0.162
O  -1.710  -1.379  0.466
O  1.575  -0.376  -1.263
O  2.400  1.322  0.380
O  3.409  -0.851  0.263
P  -0.551  -0.548  0.196
S  2.242  -0.069  0.182
H  -0.125  -0.984  -2.078
H  0.665  -2.158  -1.017
H  1.164  0.004  2.171
H  1.073  -1.641  1.612
H  -1.645  1.602  0.449
H  -0.003  1.857  -0.301
H  -1.424  0.964  -1.113

Calculated total energy: -1159.0034 Eh
2S+1: 1
Orbital gap: 0.4236 hartree
Lowest unoccupied orbital energy: 0.59 eV
M: 170.126 g/mol

=====

# 20
# C3H7OP

An isolated molecule of C3H7OP at a distorted geometry (ωB97M-V/def2-TZVPD, the OMol25 dataset).

Geometry (Å):
C  -0.079  -1.212  0.740
C  -0.221  -1.352  -0.860
C  -0.313  1.793  0.065
O  -2.528  0.151  -0.172
P  -1.101  0.018  0.018
H  -0.297  -2.045  1.341
H  0.895  -0.779  0.992
H  0.597  -1.331  -1.494
H  -0.901  -2.059  -1.193
H  -1.076  2.158  0.775
H  0.692  2.070  0.364
H  -0.301  1.996  -0.977

Calculated total energy: -535.0492 Eh
2S+1: 1
Orbital gap: 0.3798 hartree
SMILES string: CP1(=O)CC1
Lowest unoccupied orbital energy: 0.86 eV
M: 90.062 g/mol